This record from OMol25 describes a gas-phase ion, C4H13N2O (charge +1) in a non-equilibrium geometry. The level of theory is ωB97M-V/def2-TZVPD.

- LUMO level: -3.1 eV
- Largest force on an atom: 2.02 eV/A
- Charge: +1
- SMILES: [NH3+]CCNCCO
- Relative energy (zero: lowest compared OMol25 entry of this formula, charge and spin): 162.5 kJ/mol

Each line ends with the natural charge from an NBO analysis.
Positions of all 20 atoms, in Å:
N: -1.860 0.796 -0.124  -0.70
C: -0.656 1.668 -0.287  -0.24
C: 0.238 1.438 0.919  -0.25
N: 0.444 0.011 1.105  -0.66
C: 1.491 -0.628 0.267  -0.25
C: 0.936 -1.843 -0.472  -0.07
O: -0.280 -1.500 -1.216  -0.78
H: -1.528 -0.149 -0.448  0.49
H: -2.162 0.686 0.836  0.44
H: -2.630 1.108 -0.725  0.44
H: -0.923 2.702 -0.481  0.24
H: -0.156 1.312 -1.193  0.22
H: -0.250 1.838 1.814  0.21
H: 1.117 2.072 0.892  0.22
H: 0.694 -0.131 2.083  0.39
H: 2.277 -1.058 0.893  0.22
H: 1.755 0.139 -0.467  0.19
H: 1.662 -2.152 -1.183  0.19
H: 0.598 -2.626 0.176  0.20
H: -0.095 -1.536 -2.161  0.49


This record from OMol25 describes 2 unconnected molecules or ions with the total composition C4H13N2O in a non-equilibrium geometry. The level of theory is ωB97M-V/def2-TZVPD.

- LUMO level: -7.1 eV
- Largest force on an atom: 2.56 eV/A
- Charge: +1
- Relative energy (zero: lowest compared OMol25 entry of this formula, charge and spin): 466.5 kJ/mol

Each line ends with the natural charge from an NBO analysis.
Positions of all 20 atoms, in Å:
N: -3.965 0.865 -1.026  -1.05
C: -0.397 -0.673 -0.290  0.40
C: 0.485 0.378 -0.657  -0.60
C: 2.006 -0.062 -0.573  0.00
O: 2.806 1.041 -0.463  -0.65
C: -0.318 -1.396 0.953  -0.40
N: -0.049 -0.583 2.170  -0.79
H: -4.407 1.289 -0.226  0.37
H: -3.037 0.586 -0.749  0.32
H: -3.904 1.555 -1.765  0.37
H: -1.013 -1.135 -1.061  0.24
H: 0.430 1.160 0.110  0.30
H: 0.190 0.934 -1.554  0.27
H: 2.304 -0.687 -1.409  0.21
H: 2.111 -0.609 0.358  0.20
H: 3.078 1.332 -1.345  0.49
H: -1.220 -1.989 1.124  0.27
H: 0.477 -2.150 0.864  0.31
H: 0.045 0.389 1.925  0.36
H: -0.863 -0.655 2.774  0.39


This record from OMol25 describes a gas-phase ion, C4H13N2O (charge +1) in a non-equilibrium geometry. The level of theory is ωB97M-V/def2-TZVPD.

- LUMO level: -3.2 eV
- Largest force on an atom: 3.44 eV/A
- Charge: +1
- SMILES: NCC[C@H]([NH3+])CO
- Relative energy (zero: lowest compared OMol25 entry of this formula, charge and spin): 236.3 kJ/mol

Each line ends with the natural charge from an NBO analysis.
Positions of all 20 atoms, in Å:
N: 2.422 -0.128 -0.518  -0.88
C: 1.371 -0.540 -1.452  -0.22
C: -0.120 -0.274 -1.111  -0.46
C: -0.389 0.419 0.207  -0.05
N: -0.005 -0.543 1.369  -0.71
C: -1.873 0.651 0.425  -0.09
O: -2.119 0.963 1.780  -0.75
H: 2.518 -0.421 0.433  0.34
H: 3.295 -0.103 -1.014  0.40
H: 1.565 -1.599 -1.603  0.19
H: 1.597 0.033 -2.344  0.22
H: -0.689 -1.187 -1.286  0.23
H: -0.554 0.341 -1.885  0.25
H: 0.188 1.335 0.319  0.25
H: 0.992 -0.615 1.259  0.45
H: -0.278 0.032 2.178  0.46
H: -0.713 -1.274 1.422  0.45
H: -2.367 -0.288 0.204  0.18
H: -2.259 1.400 -0.269  0.22
H: -2.581 1.797 1.885  0.51


This record from OMol25 describes a gas-phase ion, C4H13N2O (charge +1) in a non-equilibrium geometry. The level of theory is ωB97M-V/def2-TZVPD.

- LUMO level: -3.0 eV
- Largest force on an atom: 1.18 eV/A
- Charge: +1
- SMILES: C[C@H](O)[C@@H]([NH3+])CN
- Relative energy (zero: lowest compared OMol25 entry of this formula, charge and spin): 114.5 kJ/mol

Each line ends with the natural charge from an NBO analysis.
Positions of all 20 atoms, in Å:
C: 0.665 -1.720 -1.686  -0.66
C: -0.254 -0.892 -0.824  0.09
O: -0.747 0.221 -1.574  -0.76
C: 0.393 -0.261 0.425  -0.08
N: 1.022 1.029 0.046  -0.69
C: -0.669 0.038 1.545  -0.24
N: -0.525 1.372 2.091  -0.88
H: 1.476 -1.144 -2.138  0.22
H: 1.104 -2.620 -1.246  0.24
H: 0.103 -2.175 -2.509  0.24
H: -1.042 -1.521 -0.458  0.19
H: -1.416 -0.054 -2.209  0.51
H: 1.173 -0.926 0.773  0.23
H: 1.939 0.926 -0.343  0.43
H: 0.430 1.425 -0.681  0.46
H: 1.007 1.695 0.829  0.47
H: -0.547 -0.715 2.319  0.22
H: -1.644 -0.162 1.116  0.22
H: -0.113 1.375 3.010  0.39
H: -1.391 1.890 2.107  0.40


This record from OMol25 describes 2 unconnected molecules or ions with the total composition C4H13N2O in a non-equilibrium geometry. The level of theory is ωB97M-V/def2-TZVPD.

- LUMO level (spin up / spin down): -8.3 / -11.7 eV
- Largest force on an atom: 2.50 eV/A
- Charge: +2
- <S²>: 0.77
- Multiplicity: 2
- Relative energy (zero: lowest compared OMol25 entry of this formula, charge and spin): 174.9 kJ/mol

Each line ends with the Mulliken spin population.
Positions of all 20 atoms, in Å:
C: 1.331 0.890 -0.157  0.03
C: 0.192 1.836 -0.574  0.03
C: -1.237 1.350 -0.227  0.39
C: -1.759 0.227 -0.859  0.17
N: -2.810 -0.496 -0.445  0.34
N: 1.256 0.466 1.342  0.00
H: 1.281 -0.119 -0.592  0.00
H: 2.277 1.419 -0.246  0.00
H: 0.211 1.983 -1.662  0.04
H: 0.352 2.682 0.084  0.01
H: -1.618 1.849 0.658  0.00
H: -1.158 -0.101 -1.697  0.01
H: -3.598 0.084 -0.147  0.00
H: -3.105 -1.280 -1.027  -0.01
H: 2.054 -0.118 1.610  0.00
H: 0.386 -0.038 1.513  0.00
H: 1.239 1.318 1.911  0.00
H: 1.761 -4.568 0.689  0.00
H: 1.128 -3.374 -0.066  0.00
O: 1.818 -4.010 -0.106  0.00


This record from OMol25 describes a gas-phase ion, C4H13N2O (charge +2) in a non-equilibrium geometry. The level of theory is ωB97M-V/def2-TZVPD.

- LUMO level (spin up / spin down): -7.8 / -13.9 eV
- Largest force on an atom: 7.10 eV/A
- Charge: +2
- <S²>: 0.76
- Multiplicity: 2
- Relative energy (zero: lowest compared OMol25 entry of this formula, charge and spin): 463.8 kJ/mol

Each line ends with the Mulliken spin population.
Positions of all 20 atoms, in Å:
N: 1.555 0.879 -1.201  0.65
C: 0.328 0.281 -0.595  0.00
C: -0.371 -1.071 -1.024  0.07
C: -1.322 -1.842 -0.031  0.00
O: -2.253 -0.908 0.556  0.04
C: 0.494 0.209 0.914  0.11
N: 1.092 1.646 1.321  0.00
H: 1.518 2.003 0.500  0.00
H: 1.350 1.777 -1.426  0.00
H: 1.757 0.311 -2.056  -0.01
H: -0.436 1.195 -0.749  0.09
H: 0.433 -1.692 -1.414  0.00
H: -0.881 -0.560 -1.842  0.03
H: -0.778 -2.309 0.772  0.01
H: -1.963 -2.510 -0.539  0.01
H: -3.175 -1.151 0.336  0.00
H: -0.419 0.299 1.450  -0.01
H: 0.978 -0.647 1.456  0.01
H: 0.310 2.375 1.435  0.00
H: 1.783 1.713 2.137  0.00